[1]
Molecular formula: C4H26N2O11
Method: DFT, ωB97M-V with the def2-TZVPD basis set

## Properties
Energy above the lowest of the compared OMol25 structures with the same formula, charge and spin   0.7738 eV
SMILES string   O=CNCCNC=O.O.O.O.O.O.O.O.O.O
Orbital gap   10.052 eV
HOMO level   -0.357 Ha

```
! wB97M-V def2-TZVPD RIJCOSX def2/J DEFGRID3
* xyz 0 1
C -0.59329 1.89296 1.42932
N -0.37625 0.83447 0.49256
C 0.50723 0.87155 -0.51141
O 1.19575 1.78116 -0.96381
C 0.73048 1.95993 2.49317
N 1.27340 0.68782 2.75332
C 0.41493 -0.30051 3.18829
O 0.67380 -1.48191 3.14271
H -0.61690 2.93516 1.01030
H -1.53833 1.69440 1.96204
H -0.85857 -0.09154 0.55667
H 0.73835 -0.14704 -0.89431
H 0.25128 2.47705 3.31983
H 1.32485 2.57941 1.82890
H 2.02254 0.36304 2.16149
H -0.54694 0.06926 3.59032
H -2.95934 -0.45562 -1.94798
H -3.36839 -1.92152 -1.64963
O -2.71885 -1.39158 -2.12978
H 3.56956 0.13379 -1.88868
H 2.97769 1.57671 -2.45691
O 3.16153 0.64738 -2.59811
H -3.76068 1.75000 -1.31644
H -2.17919 1.71977 -1.51088
O -3.02083 1.26448 -1.67827
H 0.06747 -1.98776 -1.72854
H -1.43674 -2.19615 -1.43489
O -0.52653 -2.55840 -1.21923
H -1.01733 3.74962 -2.39922
H -0.19364 2.75608 -1.57897
O -1.04196 3.25753 -1.56354
H -0.09522 -2.67731 2.01555
H -0.43794 -3.12751 0.47549
O -0.58262 -3.26862 1.43285
H 2.33788 -2.23182 -2.79856
H 1.98198 -0.70251 -2.53837
O 1.75845 -1.62473 -2.33546
H -2.07053 -2.33154 1.01982
H -2.87138 -1.47595 2.04368
O -2.60553 -1.50907 1.11398
H 2.74125 -1.23166 0.13626
H 4.14968 -1.51736 0.52906
O 3.53888 -0.77144 0.44739
*
```

---

[2]
Molecular formula: C16H52N10O10
Method: DFT, ωB97M-V with the def2-TZVPD basis set

## Properties
Energy above the lowest of the compared OMol25 structures with the same formula, charge and spin   0.2567 eV
SMILES string   NC(N)=O.NC(N)=O.NC(N)=O.NC(N)=O.NC(N)=O.CC(C)O.CCO.CCO.CCO.CCO
Orbital gap   9.424 eV
HOMO level   -0.331 Ha

```
! wB97M-V def2-TZVPD RIJCOSX def2/J DEFGRID3
* xyz 0 1
C -18.97201 -1.48756 8.94006
C -19.38189 -2.44325 7.85218
O -19.60074 -3.73320 8.38337
H -18.84326 -0.42538 8.71399
H -18.10465 -1.85114 9.48787
H -19.73909 -1.41533 9.72498
H -18.59842 -2.49236 7.08987
H -20.28105 -2.11330 7.31607
H -20.47061 -3.80405 8.79946
C -14.88735 -4.30752 7.51569
C -14.36269 -3.26194 8.46130
O -15.43325 -2.33713 8.72393
H -14.09656 -4.95356 7.13644
H -15.37354 -3.80043 6.68066
H -15.64177 -4.93369 7.99304
H -13.51164 -2.71177 8.04093
H -14.01015 -3.63010 9.43023
H -15.25458 -1.88143 9.55183
C -15.75535 -2.90641 12.80613
C -16.52043 -1.58678 12.82570
O -16.07470 -0.72615 13.85203
H -15.94056 -3.44698 11.87672
H -16.00845 -3.54751 13.65005
H -14.68754 -2.67363 12.87040
H -17.58313 -1.82293 12.94901
H -16.42582 -1.07887 11.86759
H -16.48562 -0.95092 14.68948
C -21.78365 -1.63718 4.23943
C -23.17900 -1.02956 4.13763
O -24.20124 -1.97850 4.46525
H -21.03068 -0.93773 3.88530
H -21.76480 -2.49226 3.55171
H -21.63164 -2.06737 5.22848
H -23.33044 -0.66738 3.11830
H -23.29166 -0.20614 4.84301
H -24.45331 -2.43697 3.65987
C -22.99890 -3.41886 7.77348
O -22.47886 -3.56545 8.87463
N -23.14186 -4.41930 6.85693
N -23.55865 -2.22256 7.41412
H -23.52479 -4.17852 5.96096
H -22.96982 -5.37475 7.13708
H -23.57433 -1.50342 8.11246
H -23.88366 -2.01467 6.48539
C -20.02685 0.44893 13.16248
O -20.65771 -0.48388 13.64399
N -20.32731 0.98289 11.94619
N -18.90715 0.94955 13.76493
H -19.69601 1.57256 11.40405
H -21.02916 0.53767 11.38405
H -18.56713 0.51378 14.59954
H -18.42924 1.78658 13.48669
C -15.60094 0.43802 6.76026
O -14.95454 0.76973 7.75918
N -16.57489 -0.51383 6.76843
N -15.30893 1.00628 5.54387
H -17.03269 -0.67215 5.88962
H -16.53876 -1.19788 7.51312
H -15.54372 0.51728 4.70030
H -14.51782 1.62300 5.57067
C -22.06129 -7.84588 8.76486
O -22.83557 -6.94962 8.45309
N -20.70827 -7.64306 8.83878
N -22.49128 -9.14278 8.91785
H -20.07586 -8.41671 8.88630
H -20.43897 -6.69026 8.67283
H -21.86535 -9.91325 9.03954
H -23.48314 -9.22342 8.79368
C -17.31609 2.22040 10.67664
O -18.37567 1.96781 10.10061
N -17.30468 2.98077 11.82012
N -16.12440 1.81278 10.18700
H -16.48129 3.06504 12.38732
H -18.12392 3.50225 12.06795
H -16.08574 1.34506 9.28825
H -15.30222 2.02624 10.71954
C -20.38512 -5.34673 4.71319
C -20.27252 -6.50998 5.67864
C -19.86123 -7.78448 4.99324
O -19.20805 -6.19598 6.59532
H -20.54946 -4.38932 5.21735
H -21.21837 -5.43333 4.00162
H -19.51436 -5.21225 4.06602
H -21.19216 -6.58460 6.26649
H -18.96879 -7.66555 4.37892
H -20.67566 -8.24642 4.43627
H -19.54635 -8.50512 5.75637
H -19.38496 -5.32704 6.97771
*
```

---

[3]
Molecular formula: C31H49N8O5PS
Method: DFT, ωB97M-V with the def2-TZVPD basis set

## Properties
Orbital gap   6.143 eV
HOMO level   -0.292 Ha

```
! wB97M-V def2-TZVPD RIJCOSX def2/J DEFGRID3
* xyz 0 1
N 0.09408 -4.14120 -0.61477
C -1.23494 -3.67959 -0.60725
C -2.29432 -4.56042 -0.52927
N -3.54901 -4.10449 -0.51292
C -3.83519 -2.79871 -0.57463
P -5.62687 -2.41362 -0.54110
O -6.36177 -3.52262 -1.19326
C -2.82661 -1.85522 -0.65607
S -3.30952 -0.14379 -0.73235
C -1.48806 -2.29461 -0.65829
C -0.34250 -1.30702 -0.69381
O -0.47744 -0.23804 -0.18958
O 0.75069 -1.69562 -1.33872
C 1.89948 -1.99689 -0.46069
O 2.69624 -2.76817 -0.99223
O 1.93171 -1.44934 0.63032
H 0.22666 -4.95049 -0.02382
H 0.43616 -4.33391 -1.54661
H -2.16777 -5.62844 -0.48547
H -4.34763 -4.73451 -0.46885
H -5.93963 -2.29119 0.82912
H -5.88504 -1.18325 -1.14040
H -3.43016 0.09338 -2.04455
C 6.19562 -0.65571 2.60218
C 5.60409 -1.76040 1.73293
C 4.81129 -2.78754 2.54491
C 5.65536 -3.44935 3.54417
N 6.31045 -3.96727 4.33011
H 6.91680 -1.05407 3.32091
H 6.72083 0.07524 1.98644
H 5.41498 -0.13721 3.15312
H 6.40881 -2.25974 1.18853
H 4.93617 -1.32422 0.98996
H 4.39399 -3.54668 1.88324
H 3.98211 -2.30272 3.06293
C -2.57989 5.69688 -1.43646
C -3.81725 5.61818 -0.54908
C -3.96506 4.26786 0.16156
C -4.07271 3.16745 -0.79099
N -4.15380 2.28460 -1.51568
H -2.62275 4.96704 -2.24807
H -2.50830 6.68526 -1.89124
H -1.67314 5.52217 -0.86626
H -4.70672 5.81148 -1.15327
H -3.76694 6.40214 0.20754
H -4.85367 4.26656 0.79464
H -3.08657 4.08943 0.78412
C 2.48016 -2.26800 -4.48352
C 2.34069 -2.06309 -5.98765
C 1.19527 -1.11217 -6.35260
C -0.08707 -1.64551 -5.88681
N -1.08162 -2.08344 -5.52411
H 1.58769 -2.72458 -4.05594
H 3.31774 -2.92741 -4.26214
H 2.65391 -1.32271 -3.96871
H 2.17833 -3.02748 -6.47398
H 3.27392 -1.65902 -6.38447
H 1.13804 -0.97895 -7.43354
H 1.35287 -0.13234 -5.89973
C 0.87883 3.95200 4.24679
C -0.56988 3.48207 4.32274
C -1.15898 3.14603 2.94714
C -1.14927 4.31972 2.07288
N -1.11889 5.24070 1.39201
H 0.96909 4.87499 3.67277
H 1.26696 4.14963 5.24559
H 1.51423 3.19699 3.78132
H -1.17621 4.25412 4.80095
H -0.62881 2.59306 4.95256
H -2.18916 2.79958 3.04699
H -0.58244 2.35355 2.46635
C 5.83852 -0.38430 7.99986
C 4.39367 -0.82287 7.79084
C 4.06973 -1.11732 6.32203
C 4.26573 0.07228 5.49223
N 4.42058 0.99091 4.82578
H 6.05182 0.54717 7.47397
H 6.03620 -0.21484 9.05848
H 6.53431 -1.14557 7.64332
H 3.72289 -0.04651 8.16454
H 4.20090 -1.72234 8.37801
H 3.03413 -1.44202 6.21698
H 4.71337 -1.91448 5.94201
C -3.93864 2.21081 -5.75024
C -4.56308 1.06046 -6.53288
C -5.31403 0.06990 -5.63523
C -4.40812 -0.53153 -4.65822
N -3.67978 -1.00230 -3.91071
H -3.18986 1.85260 -5.04246
H -3.44173 2.90557 -6.42699
H -4.69627 2.76519 -5.19324
H -3.78269 0.53281 -7.08372
H -5.26076 1.46074 -7.27031
H -5.75601 -0.72830 -6.23183
H -6.11852 0.57454 -5.09809
*
```

---

[4]
Molecular formula: C6H11N
Method: DFT, ωB97M-V with the def2-TZVPD basis set

## Properties
Energy above the lowest of the compared OMol25 structures with the same formula, charge and spin   2.2906 eV
SMILES string   C=C1C[C@H]1CCN
Orbital gap   10.412 eV
HOMO level   -0.341 Ha

```
! wB97M-V def2-TZVPD RIJCOSX def2/J DEFGRID3
* xyz 0 1
C -1.63638 0.41046 0.49220
C -0.58748 -0.71352 0.54568
C 0.45412 -0.55382 -0.49999
C 1.81488 -1.18349 -0.23555
C 1.63512 0.30203 -0.20534
C 2.11283 1.46622 -0.03395
H -3.02426 1.07502 -0.86125
H -2.91780 -0.58430 -0.72619
H -2.27814 0.35459 1.35677
H -1.06917 1.37849 0.49059
H -0.13350 -0.70454 1.59303
H -1.09108 -1.69043 0.49393
H 0.13023 -0.41737 -1.53358
H 1.97220 -1.67737 0.71207
H 2.41136 -1.55805 -1.03977
H 3.11304 1.48614 0.39864
H 1.46023 2.33033 -0.17956
N -2.36621 0.27961 -0.76775
*
```

---

[5]
Molecular formula: C10H21FO6Si2
Method: DFT, ωB97M-V with the def2-TZVPD basis set

## Properties
Energy above the lowest of the compared OMol25 structures with the same formula, charge and spin   0.0000 eV
Orbital gap   11.156 eV
HOMO level   -0.389 Ha

```
! wB97M-V def2-TZVPD RIJCOSX def2/J DEFGRID3
* xyz 0 1
C 2.03964 -0.72220 -1.09906
C 1.55360 0.41406 -1.98128
O 1.25840 1.61999 -1.25507
C 0.48197 1.50415 -0.14505
O 0.98975 1.54327 0.95365
C -1.02733 1.43133 -0.31132
C -1.64060 1.77314 -1.67617
C -2.16058 0.57812 -2.50111
Si -3.71026 -0.27043 -1.84254
C -4.24114 0.37657 -0.17252
O -3.56060 -1.92760 -1.80177
Si -2.41726 -2.76393 -0.95245
H 1.29465 -1.04040 -0.36317
H 2.26111 -1.58457 -1.74026
H 2.96157 -0.44227 -0.57944
H 2.34445 0.70058 -2.68182
H 0.68713 0.11164 -2.57558
H -1.38942 2.13831 0.44626
H -1.34142 0.44155 0.04346
H -0.91755 2.34092 -2.27075
H -2.48727 2.44948 -1.50245
H -2.44270 0.96036 -3.49254
H -1.35722 -0.14046 -2.68742
H -4.80883 0.00520 -2.79539
H -5.27189 0.04186 -0.00280
H -3.61405 0.04714 0.65979
H -4.25950 1.47375 -0.20363
H -1.43136 -1.81298 -0.39014
H -3.04377 -3.53749 0.13456
H -1.70845 -3.69371 -1.85486
C 2.99846 0.44849 3.18113
C 4.49946 0.25508 3.20320
O 4.66209 -0.86384 4.05402
C 3.50170 -1.58019 4.05368
O 3.37810 -2.66169 4.51643
O 2.52464 -0.87965 3.43726
F 5.15646 1.31658 3.73113
H 2.68984 1.10833 3.99342
H 2.60520 0.81503 2.23834
H 4.94300 0.02651 2.23224
*
```